Arrangement A

The following is a DFT calculation (the ωB97M-V functional and the def2-TZVPD basis) of a molecular structure, C34H25N6O9PSW.

Computed properties:
HOMO energy (spin up / spin down) = -7.8 / -8.9 eV
Spin multiplicity = 3
Lowest unoccupied orbital energy (spin up / spin down) = -1.06 / -1.95 eV
M = 908.49 g mol⁻¹

Last column: Löwdin charge in e.
CARTESIAN COORDINATES (ANGSTROEM)
W -0.626 -0.207 -0.411  1.396
O -1.144 -0.503 -4.553  0.105
C -1.069 -0.014 -3.460  -0.686
O -1.157 -0.691 -2.328  -0.302
C -0.854 1.494 -3.271  -0.225
P -1.249 1.955 -1.555  1.003
C -0.375 3.486 -1.181  -0.362
C 0.221 3.683 0.060  -0.075
C 0.855 4.887 0.335  -0.064
C 0.898 5.888 -0.623  -0.072
C 0.307 5.692 -1.865  -0.072
C -0.332 4.496 -2.144  -0.085
C -3.013 2.345 -1.515  -0.337
C -3.477 3.504 -0.902  -0.075
C -4.841 3.750 -0.835  -0.069
C -5.738 2.846 -1.378  -0.070
C -5.276 1.687 -1.988  -0.063
C -3.919 1.428 -2.050  -0.083
H -1.419 2.041 -4.024  0.106
H 0.211 1.684 -3.427  0.093
H 0.199 2.896 0.803  0.082
H 1.318 5.039 1.301  0.110
H 1.396 6.824 -0.404  0.107
H 0.341 6.472 -2.614  0.107
H -0.802 4.352 -3.109  0.111
H -2.782 4.213 -0.471  0.106
H -5.198 4.650 -0.351  0.107
H -6.801 3.038 -1.321  0.106
H -5.975 0.974 -2.405  0.110
H -3.570 0.504 -2.494  0.109
S 1.675 -0.085 -1.349  0.660
C 2.203 -1.709 -0.947  -0.730
N 3.417 -2.171 -1.329  0.064
N 4.139 -1.361 -2.052  -0.002
C 5.416 -1.716 -2.496  -0.226
C 6.110 -0.808 -3.291  -0.028
C 7.378 -1.127 -3.743  -0.085
C 7.955 -2.343 -3.405  -0.090
C 7.253 -3.241 -2.611  -0.077
C 5.983 -2.939 -2.150  -0.018
N 1.525 -2.575 -0.227  0.030
N 0.246 -2.215 0.100  -0.072
C -0.225 -2.815 1.153  -0.115
C 0.663 -3.396 2.211  -0.117
C -0.443 -4.596 3.446  -0.162
C -1.828 -4.801 2.944  0.014
C -2.336 -4.024 1.999  0.021
C -1.688 -2.751 1.483  -0.157
H 3.763 -0.455 -2.328  0.071
H 5.654 0.140 -3.553  0.113
H 7.917 -0.421 -4.361  0.105
H 8.947 -2.591 -3.758  0.102
H 7.700 -4.191 -2.345  0.106
H 5.427 -3.629 -1.532  0.107
H 1.689 -3.044 2.184  0.168
H -0.182 -5.120 4.360  0.163
H -2.385 -5.642 3.333  0.118
H -3.327 -4.222 1.609  0.124
H -2.238 -2.420 0.615  0.126
O -3.961 0.807 1.297  0.138
C -3.069 0.004 1.281  -0.520
O -2.550 -0.497 0.149  -0.247
C -2.437 -0.528 2.544  -0.064
C -2.432 0.301 3.657  0.088
C -1.676 -0.053 4.757  -0.095
C -0.873 -1.180 4.787  0.112
C -0.923 -2.005 3.686  -0.056
C -1.735 -1.728 2.595  -0.058
O -0.201 0.676 0.981  -0.449
N 0.036 -3.129 3.613  -0.199
O 0.965 -3.061 4.559  -0.125
O 0.518 -4.788 2.402  0.043
N -1.664 0.849 5.927  -0.350
O -1.006 0.511 6.886  0.093
O -2.331 1.861 5.858  0.085
H -2.987 1.228 3.641  0.139
H -0.204 -1.411 5.602  0.133


Arrangement B

The following is a DFT calculation (the ωB97M-V functional and the def2-TZVPD basis) of a molecular structure, C34H25N6O9PSW.

Computed properties:
HOMO energy (spin up / spin down) = -7.8 / -8.0 eV
Spin multiplicity = 3
Lowest unoccupied orbital energy (spin up / spin down) = -1.80 / -2.08 eV
M = 908.49 g mol⁻¹

Last column: Löwdin charge in e.
CARTESIAN COORDINATES (ANGSTROEM)
W 0.292 -0.572 -0.468  1.525
O -2.601 -1.112 -3.323  0.145
C -2.123 -1.089 -2.235  -0.617
O -0.765 -1.085 -2.035  -0.325
C -2.909 -1.016 -0.931  -0.228
P -1.872 -1.648 0.428  1.022
C -2.563 -1.048 1.969  -0.347
C -1.765 -0.271 2.802  -0.073
C -2.287 0.245 3.980  -0.056
C -3.602 -0.014 4.330  -0.063
C -4.409 -0.779 3.494  -0.068
C -3.895 -1.292 2.316  -0.099
C -2.052 -3.436 0.226  -0.331
C -2.884 -4.166 1.071  -0.073
C -3.072 -5.524 0.860  -0.067
C -2.429 -6.161 -0.191  -0.069
C -1.586 -5.438 -1.022  -0.059
C -1.387 -4.083 -0.812  -0.080
H -3.850 -1.554 -1.041  0.110
H -3.113 0.043 -0.750  0.083
H -0.727 -0.073 2.557  0.090
H -1.657 0.843 4.624  0.114
H -4.004 0.381 5.254  0.109
H -5.440 -0.971 3.756  0.109
H -4.547 -1.853 1.656  0.109
H -3.364 -3.701 1.923  0.093
H -3.714 -6.081 1.529  0.108
H -2.576 -7.220 -0.354  0.107
H -1.067 -5.929 -1.834  0.110
H -0.710 -3.543 -1.457  0.095
S -0.669 1.668 -0.835  0.667
C 0.309 1.968 -2.263  -0.736
N -0.065 2.848 -3.230  0.069
N -1.254 3.371 -3.088  -0.002
C -1.763 4.295 -4.015  -0.227
C -3.066 4.741 -3.824  -0.029
C -3.610 5.651 -4.715  -0.084
C -2.856 6.110 -5.788  -0.091
C -1.556 5.655 -5.961  -0.077
C -0.995 4.744 -5.079  -0.018
N 1.520 1.485 -2.463  0.053
N 1.845 0.441 -1.613  -0.106
C 2.999 0.441 -1.026  -0.125
C 3.673 1.712 -0.612  -0.084
C 5.449 1.321 0.349  -0.179
C 5.781 -0.130 0.271  0.019
C 4.860 -1.031 -0.041  0.012
C 3.381 -0.764 -0.231  -0.142
H -1.854 3.069 -2.324  0.075
H -3.650 4.378 -2.986  0.112
H -4.623 6.001 -4.570  0.104
H -3.281 6.818 -6.486  0.102
H -0.966 6.013 -6.794  0.106
H 0.015 4.383 -5.205  0.107
H 3.103 2.620 -0.784  0.166
H 6.187 1.955 0.836  0.165
H 6.801 -0.434 0.464  0.118
H 5.138 -2.075 -0.098  0.125
H 2.950 -1.646 -0.688  0.130
O 0.520 -3.152 2.079  0.114
C 1.305 -2.491 1.462  -0.483
O 1.140 -2.266 0.069  -0.289
C 2.400 -1.662 1.993  -0.088
C 2.610 -1.610 3.369  0.079
C 3.285 -0.554 3.937  -0.126
C 3.747 0.539 3.164  0.103
C 3.518 0.516 1.838  -0.101
C 2.750 -0.514 1.197  -0.224
O 1.236 0.162 0.899  -0.359
N 4.063 1.608 0.974  -0.189
O 4.024 2.788 1.540  -0.105
O 5.035 1.834 -0.911  0.034
N 3.529 -0.549 5.371  -0.367
O 4.142 0.395 5.838  0.063
O 3.062 -1.459 6.035  0.058
H 2.227 -2.401 4.000  0.137
H 4.283 1.359 3.621  0.137


Most stable one: arrangement A, least stable one: arrangement B.


Arrangement A

The following is a DFT calculation (the ωB97M-V functional and the def2-TZVPD basis) of a molecular structure, C4H4N2O.

Computed properties:
HOMO energy = -10.5 eV
Lowest unoccupied orbital energy = -0.72 eV
M = 96.09 g mol⁻¹

Last column: Löwdin charge in e.
CARTESIAN COORDINATES (ANGSTROEM)
C -1.354 -0.022 -0.151  -0.441
C -0.407 1.267 -0.030  0.014
C 0.507 0.119 0.687  -0.408
C 1.840 0.031 0.161  -0.183
H -0.835 2.196 0.370  0.100
H -0.088 1.316 -1.237  0.189
H 0.511 0.239 1.837  0.167
H -0.721 -1.617 1.122  0.312
N -0.210 -0.911 -0.059  0.078
N 2.827 -0.242 -0.525  0.145
O -2.589 -0.305 -0.251  0.026


Arrangement B

The following is a DFT calculation (the ωB97M-V functional and the def2-TZVPD basis) of a single C4H4N2O molecule.

Computed properties:
HOMO energy = -11.5 eV
Lowest unoccupied orbital energy = 0.11 eV
M = 96.09 g mol⁻¹

Last column: Löwdin charge in e.
CARTESIAN COORDINATES (ANGSTROEM)
N 2.250 -0.763 1.345  0.154
C 1.471 -0.545 0.518  -0.163
C 0.436 -0.090 -0.430  -0.210
O -0.627 -0.994 -0.581  -0.107
C -1.808 -0.551 0.077  -0.162
C -1.731 0.815 0.609  -0.245
N -2.253 1.686 1.157  0.194
H 0.868 0.189 -1.402  0.139
H -0.024 0.861 0.054  0.115
H -2.657 -0.523 -0.618  0.141
H -2.068 -1.168 0.948  0.143


Arrangement C

The following is a DFT calculation (the ωB97M-V functional and the def2-TZVPD basis) of a molecular structure, C4H4N2O.

Computed properties:
HOMO energy (spin up / spin down) = -8.2 / -8.2 eV
Lowest unoccupied orbital energy (spin up / spin down) = -0.10 / -0.10 eV
M = 96.09 g mol⁻¹

Last column: Löwdin charge in e.
CARTESIAN COORDINATES (ANGSTROEM)
O 1.661 2.135 0.620  0.197
C 1.135 1.247 0.092  -0.141
C 0.213 0.237 0.024  -0.353
C 0.037 -0.644 -1.060  -0.094
N -0.983 -1.490 -0.709  0.039
C -1.392 -1.142 0.498  -0.174
N -0.709 -0.097 1.009  0.100
H 1.778 0.825 -1.633  0.085
H 1.297 0.199 -1.815  0.055
H -2.191 -1.612 1.067  0.125
H -0.846 0.342 1.906  0.160


Most stable one: arrangement B, least stable one: arrangement A.